Computed, not measured: 19 unconnected molecules or ions with the total composition C71H180O33 at a distorted geometry, with ωB97M-V/def2-TZVPD.

CARTESIAN COORDINATES (ANGSTROEM)
C -4.9674 1.5289 -2.9787
O -5.7026 0.7563 -2.0511
C -7.0976 0.9604 -2.3444
C -7.9900 0.2953 -1.2913
O -7.9477 -1.1099 -1.4717
C -8.7681 -1.7101 -0.5426
H -5.1089 1.2457 -4.0265
H -3.9171 1.5182 -2.7050
H -5.2172 2.5976 -2.8838
H -7.3467 0.5558 -3.3445
H -7.2691 2.0459 -2.2742
H -9.0317 0.5815 -1.3975
H -7.6098 0.5891 -0.2748
H -8.3288 -1.5028 0.4501
H -8.8483 -2.7378 -0.7962
H -9.7825 -1.3500 -0.4510
C -0.2017 6.8237 1.3058
O -0.3145 7.9426 2.1069
C -1.4801 8.7004 1.7797
C -1.3562 10.0849 2.3923
O -0.3398 10.7408 1.6601
C -0.0667 12.0350 2.1598
H -1.0956 6.1710 1.3061
H 0.6575 6.2454 1.6806
H -0.0597 7.0347 0.2725
H -2.4100 8.2280 2.0487
H -1.5368 8.8542 0.7127
H -1.1204 9.9446 3.4602
H -2.3275 10.6123 2.2402
H 0.5634 12.5328 1.4216
H 0.4943 11.9062 3.1180
H -1.0129 12.5904 2.2763
C -4.9917 -4.1020 -6.8296
O -4.0671 -3.0094 -6.5228
C -3.2268 -2.7587 -7.6751
C -2.3458 -1.5446 -7.3728
O -1.5686 -1.9812 -6.2577
C -0.6488 -1.0008 -5.8098
H -4.3623 -4.9748 -7.0850
H -5.6326 -3.7629 -7.6546
H -5.6239 -4.1720 -5.9525
H -3.8551 -2.5984 -8.5714
H -2.5572 -3.6291 -7.8469
H -2.8421 -0.6559 -7.0245
H -1.7302 -1.1696 -8.2372
H -1.1847 -0.2038 -5.3166
H -0.0586 -0.6858 -6.6832
H 0.0479 -1.4392 -5.0869
C 2.2658 -5.7624 -2.1059
O 1.5344 -5.3783 -0.9264
C 0.2242 -4.9283 -1.2144
C -0.7830 -5.9590 -1.2370
O -1.1305 -6.3982 0.0436
C -0.3511 -7.4946 0.5189
H 3.0652 -6.3717 -1.7577
H 2.6460 -4.8850 -2.5936
H 1.6405 -6.2873 -2.8505
H 0.2081 -4.3881 -2.1716
H -0.0556 -4.1927 -0.4539
H -0.5594 -6.8376 -1.8643
H -1.6840 -5.4734 -1.6094
H -0.8339 -7.8265 1.4267
H 0.7042 -7.2858 0.7401
H -0.3891 -8.3024 -0.2467
C 1.4152 4.5039 -0.9111
O 2.5180 4.7586 -0.0709
C 2.8589 3.6902 0.7285
C 3.7679 2.7196 -0.0265
O 4.4525 1.9626 0.9793
C 5.3745 1.0083 0.4109
H 0.9907 5.4874 -1.1759
H 0.6184 3.9651 -0.3330
H 1.7527 4.0115 -1.8380
H 1.9860 3.1835 1.2137
H 3.4955 4.0215 1.5093
H 4.4944 3.2546 -0.6540
H 3.2273 2.0194 -0.7063
H 4.8471 0.3683 -0.2858
H 5.8508 0.4661 1.2345
H 6.1403 1.6111 -0.1028
C -5.8917 4.7963 4.5817
O -5.3247 6.0717 4.5978
C -4.5545 6.3780 3.4278
C -3.1995 5.6837 3.5449
O -2.4068 6.2311 4.6372
C -1.0890 5.6831 4.7365
H -6.2364 4.5697 5.6049
H -5.2319 3.9812 4.2754
H -6.7714 4.7453 3.8967
H -4.4407 7.4766 3.4392
H -5.0669 6.0868 2.5080
H -2.7285 5.8651 2.5265
H -3.3212 4.6111 3.7037
H -0.6299 6.1864 5.5790
H -0.5068 5.9405 3.8244
H -1.1162 4.5788 4.7613
C 4.9162 -2.4109 0.6893
O 6.1844 -2.2741 0.0582
C 7.1929 -2.4959 1.0361
C 8.4328 -2.8789 0.2399
O 8.2762 -4.2779 -0.0879
C 9.0899 -4.5900 -1.2025
H 4.7290 -3.4551 1.0128
H 4.1814 -2.1420 -0.0603
H 4.7229 -1.7890 1.5616
H 6.9481 -3.3380 1.6915
H 7.3194 -1.5816 1.5576
H 9.3490 -2.6536 0.7042
H 8.3735 -2.2450 -0.6307
H 10.0661 -4.1229 -1.0276
H 8.6510 -4.2930 -2.1565
H 9.2102 -5.6729 -1.2137
C -3.6633 2.9829 6.7174
O -4.3519 1.7477 6.7684
C -3.5554 0.6333 6.3902
C -3.4554 0.3429 4.9286
O -2.6678 1.2986 4.2269
C -1.2866 1.1389 4.2544
H -4.1982 3.9134 7.0576
H -3.2999 3.2275 5.7509
H -2.8167 2.9252 7.4222
H -3.9952 -0.2625 6.8246
H -2.5359 0.7265 6.8396
H -4.4612 0.5024 4.5459
H -3.1915 -0.7135 4.7903
H -1.0414 0.0862 4.2188
H -0.8979 1.6310 5.1620
H -0.9085 1.6627 3.3799
C -1.9483 4.7872 -2.2136
O -1.8849 4.3829 -0.8563
C -3.1792 3.9956 -0.3296
C -4.2585 5.0733 -0.4020
O -3.7222 6.3420 0.0237
C -4.7807 7.2672 0.2477
H -2.5234 5.7348 -2.2679
H -2.5699 3.9714 -2.7365
H -0.9496 4.9441 -2.6425
H -2.9736 3.7057 0.6669
H -3.6180 3.1437 -0.9152
H -5.0815 4.8069 0.2331
H -4.6437 5.1960 -1.3981
H -5.6711 6.7593 0.5484
H -4.9473 7.8882 -0.6264
H -4.4915 7.8743 1.1077
C -0.4479 1.9223 -8.2261
O -0.9687 1.8607 -6.9168
C -0.0724 2.6123 -6.0367
C -0.6294 2.9167 -4.6315
O -0.8439 1.9007 -3.7110
C 0.3379 1.1994 -3.3210
H -1.2853 1.7735 -8.9026
H 0.3142 1.2070 -8.4987
H -0.1009 2.9477 -8.5029
H 0.1041 3.5696 -6.5360
H 0.8848 2.1334 -5.9848
H -1.6508 3.3174 -4.7239
H -0.0423 3.7615 -4.2362
H 1.1053 1.8081 -2.8484
H 0.7183 0.7066 -4.2197
H 0.0527 0.4103 -2.5742
C 6.9890 -4.8726 -5.8878
O 6.9199 -5.0833 -4.5026
C 5.6444 -4.5992 -4.0530
C 5.6995 -4.6329 -2.5599
O 5.5054 -5.9685 -2.1079
C 5.3603 -6.0746 -0.6928
H 6.1501 -5.4591 -6.3284
H 7.9033 -5.3571 -6.3065
H 6.9995 -3.8152 -6.2034
H 4.6984 -5.0851 -4.4279
H 5.5067 -3.5362 -4.3693
H 4.9284 -3.8954 -2.2177
H 6.6841 -4.2919 -2.2341
H 4.3593 -5.6420 -0.3922
H 6.1630 -5.5977 -0.1551
H 5.4344 -7.1390 -0.4784
C 0.9651 -3.9532 -4.8196
O 2.3803 -3.8950 -5.1093
C 2.8505 -2.6846 -5.6760
C 3.0511 -1.4656 -4.8176
O 3.9608 -1.7404 -3.7991
C 4.3887 -0.5657 -3.1756
H 0.7146 -3.1778 -4.0757
H 0.6703 -4.9409 -4.3961
H 0.3024 -3.7806 -5.6339
H 2.3233 -2.3815 -6.5767
H 3.8891 -2.9546 -5.9937
H 2.0894 -1.0420 -4.5468
H 3.4827 -0.6013 -5.5142
H 3.5412 -0.0495 -2.6490
H 4.8820 0.0913 -3.8742
H 5.1092 -0.9201 -2.3986
C 1.5878 -1.8974 -1.1486
O 2.2387 -0.7430 -0.6485
C 1.8567 -0.3506 0.6655
C 0.4163 0.1670 0.8685
O 0.1578 1.2889 0.0540
C -1.2167 1.4094 -0.2150
H 0.4989 -1.6879 -1.3232
H 1.6672 -2.7098 -0.3997
H 2.1473 -2.1630 -2.0514
H 2.6034 0.4070 0.9527
H 1.9824 -1.2021 1.3965
H 0.1687 0.3936 1.9142
H -0.2503 -0.6824 0.5714
H -1.7046 1.6577 0.7056
H -1.7017 0.5325 -0.7203
H -1.3040 2.2909 -0.8832
C 6.7280 -1.2953 4.6041
O 5.7127 -0.5695 3.8424
C 5.6466 0.7401 4.3104
C 4.5701 1.0224 5.4027
O 3.2309 1.1585 4.9149
C 2.9829 2.4098 4.3307
H 7.7078 -0.8550 4.3934
H 6.6563 -2.3340 4.3319
H 6.5818 -1.2246 5.6613
H 5.5666 1.4191 3.4155
H 6.6076 1.0134 4.7190
H 4.8962 2.0201 5.8154
H 4.5426 0.3050 6.2035
H 3.7602 2.6198 3.5673
H 2.7649 3.2200 4.9921
H 2.0801 2.1519 3.7575
C -2.5458 -1.7067 -2.3153
C -3.1028 -3.0274 -2.8143
C -4.5154 -2.7919 -3.2813
O -2.2495 -3.5657 -3.8625
H -2.3344 -1.0486 -3.1520
H -1.5613 -1.8018 -1.8349
H -3.2306 -1.1714 -1.6665
H -3.0780 -3.7557 -1.9771
H -4.9986 -3.7519 -3.5328
H -4.4695 -2.2197 -4.1946
H -5.1259 -2.1747 -2.6060
H -2.1772 -2.9668 -4.5952
C 1.6961 -2.8911 5.3058
C 0.9795 -1.5278 5.2414
C 1.1380 -0.6928 6.5575
O 1.3843 -0.7319 4.1036
H 1.5140 -3.4714 4.4471
H 1.4204 -3.4525 6.2331
H 2.7881 -2.7846 5.3984
H -0.1135 -1.6111 5.0182
H 0.7440 0.3133 6.4087
H 2.2059 -0.5972 6.7042
H 0.8333 -1.1468 7.4960
H 2.2040 -0.2366 4.3361
C -4.8253 0.4898 1.2788
C -5.3296 1.7897 1.8470
C -6.5545 1.6054 2.7179
O -4.3352 2.5928 2.4790
H -3.8240 0.6050 0.8607
H -5.4126 0.0383 0.4217
H -4.8065 -0.3031 1.9930
H -5.6959 2.4374 1.0107
H -6.2370 1.2415 3.6925
H -7.2493 0.8098 2.3632
H -7.1338 2.5447 2.8651
H -3.6025 2.0848 2.8820
C -2.7050 -3.0280 0.8240
C -2.0902 -3.6254 2.0814
C -0.7105 -3.0786 2.2718
O -2.8093 -3.2250 3.3462
H -2.6844 -1.9308 0.7836
H -3.7294 -3.3887 0.7374
H -2.1689 -3.3848 -0.0616
H -2.1125 -4.7287 1.9624
H -0.3071 -3.2065 3.2815
H -0.7544 -1.9833 2.0767
H -0.0353 -3.4948 1.5505
H -3.7439 -3.4918 3.3268
C 4.3024 -4.8857 3.5765
C 3.3285 -5.9554 3.9753
C 2.1338 -5.9444 3.0622
O 3.8892 -7.2790 3.9436
H 5.1621 -4.9080 4.2868
H 3.8639 -3.8621 3.5950
H 4.7533 -5.0736 2.5709
H 3.0346 -5.7703 5.0405
H 1.3815 -6.7192 3.3488
H 2.4260 -6.0911 2.0349
H 1.6137 -4.9875 3.1043
H 4.6970 -7.1929 4.4595

Forces on atoms 1 to 2 (eV/Å):
0.4 0.7 0.4
-0.8 0.1 -0.7

Computed properties:
* orbital gap: 9.5 eV
* LUMO level: 0.42 eV
* strongest force on any atom: 0.0562 Eh/bohr

=====

Computed, not measured: 9 unconnected molecules or ions with the total composition C71H79N3O9P at a distorted geometry, with ωB97M-V/def2-TZVPD.

CARTESIAN COORDINATES (ANGSTROEM)
C -2.4674 -2.8467 -4.1077
C -1.5775 -2.1234 -3.0068
C -1.9422 -2.5702 -1.5152
C -0.5680 -2.5091 -0.7217
O -0.6657 -3.0882 0.5972
C 0.5338 -3.0806 1.2865
O 0.5379 -3.5594 2.3847
C 1.7967 -2.4287 0.6529
C 2.2374 -1.0321 0.9420
C 1.3335 -0.2573 1.9599
C 1.6388 -0.7662 3.4267
O 2.5628 0.0468 4.1510
C 3.6134 -0.6896 4.6785
O 4.2366 -1.5366 4.0846
C 4.0435 -0.3391 6.1534
C 5.3081 -1.1297 6.6315
C 3.4294 -0.4689 0.2856
P 3.9602 1.2911 0.7273
O 3.5572 1.6725 2.0997
O 3.2219 2.3509 -0.3243
O 5.6287 1.4517 0.6926
N 4.1361 -1.2539 -0.6504
C 5.3220 -0.7073 -1.3887
C 6.6190 -1.1593 -0.6189
N 7.7913 -1.0038 -1.0913
C 3.7827 -2.5577 -0.9406
C 4.5611 -3.4910 -1.9269
O 5.0358 -4.6590 -1.2438
O 6.4222 -4.5960 -1.1978
C 2.5934 -3.1876 -0.3040
C 2.1252 -4.6211 -0.6217
C 2.0644 -5.6344 0.4622
C 1.5837 -6.9712 0.0938
C 1.2180 -7.1848 -1.3075
N 1.2953 -6.2900 -2.3329
C 1.7322 -5.0596 -1.9613
H -3.1110 -3.6676 -3.7094
H -3.0396 -2.0739 -4.6930
H -1.7677 -3.3141 -4.8623
H -0.5041 -2.3589 -3.2673
H -1.6638 -1.0032 -3.1216
H -2.3574 -3.6175 -1.5312
H -2.6826 -1.8211 -1.1366
H -0.2778 -1.4159 -0.7182
H 0.1713 -3.0370 -1.3909
H 0.2734 -0.5846 1.7320
H 1.3406 0.8511 1.8358
H 0.6588 -0.7385 3.9887
H 1.9183 -1.8476 3.3561
H 4.3267 0.7548 6.1547
H 3.1722 -0.5123 6.8327
H 5.6026 -0.7875 7.6667
H 5.1420 -2.2335 6.6982
H 6.2182 -0.9675 5.9950
H 2.2693 2.1165 -0.2846
H 5.7862 2.0146 -0.1012
H 5.2633 0.4134 -1.4783
H 5.2890 -1.0613 -2.4573
H 6.4854 -1.5969 0.4102
H 7.6772 -0.5667 -2.0213
H 5.4564 -3.0413 -2.4159
H 3.8566 -3.8221 -2.7329
H 6.6709 -5.4136 -0.7209
H 2.3338 -5.3901 1.5181
H 1.5049 -7.7725 0.8694
H 0.8291 -8.2049 -1.5673
H 1.8097 -4.2905 -2.7785
C -6.7199 -5.5856 -4.2942
C -7.6323 -5.0687 -5.2059
C -7.2027 -4.6532 -6.4605
C -5.8612 -4.7636 -6.8070
C -4.9494 -5.2839 -5.8964
C -5.3775 -5.6910 -4.6385
H -7.0549 -5.9069 -3.3146
H -8.6796 -4.9891 -4.9382
H -7.9134 -4.2443 -7.1689
H -5.5268 -4.4441 -7.7871
H -3.9032 -5.3716 -6.1675
H -4.6652 -6.0922 -3.9263
C 8.1314 -3.4355 9.6942
C 8.6019 -2.4248 10.5239
C 9.2688 -1.3334 9.9810
C 9.4571 -1.2478 8.6065
C 8.9836 -2.2563 7.7765
C 8.3242 -3.3526 8.3203
H 7.6141 -4.2883 10.1184
H 8.4492 -2.4883 11.5950
H 9.6414 -0.5485 10.6291
H 9.9732 -0.3941 8.1823
H 9.1291 -2.1883 6.7042
H 7.9594 -4.1420 7.6733
C 10.0153 4.9406 7.9777
C 8.9914 4.6949 7.0714
C 8.4259 3.4285 6.9872
C 8.8783 2.4092 7.8168
C 9.9005 2.6562 8.7263
C 10.4717 3.9206 8.8037
H 10.4580 5.9279 8.0405
H 8.6342 5.4918 6.4294
H 7.6314 3.2355 6.2753
H 8.4338 1.4222 7.7545
H 10.2526 1.8618 9.3751
H 11.2720 4.1116 9.5089
C -8.1815 -11.5804 -5.3526
C -8.9350 -10.6557 -4.6401
C -8.5494 -9.3209 -4.6085
C -7.4150 -8.9089 -5.2976
C -6.6636 -9.8333 -6.0133
C -7.0440 -11.1697 -6.0376
H -8.4806 -12.6219 -5.3745
H -9.8236 -10.9758 -4.1081
H -9.1339 -8.6007 -4.0470
H -7.1172 -7.8670 -5.2769
H -5.7796 -9.5115 -6.5523
H -6.4548 -11.8913 -6.5914
C -4.4089 0.8820 -3.2295
C -3.7028 1.8470 -2.5214
C -3.8632 3.1924 -2.8300
C -4.7375 3.5732 -3.8409
C -5.4464 2.6082 -4.5462
C -5.2791 1.2624 -4.2438
H -4.2812 -0.1684 -2.9906
H -3.0256 1.5500 -1.7276
H -3.3076 3.9447 -2.2821
H -4.8667 4.6223 -4.0789
H -6.1296 2.9060 -5.3334
H -5.8280 0.5098 -4.7977
C -9.7014 5.8191 -5.9226
C -8.6730 5.2986 -6.6986
C -7.3511 5.6064 -6.3992
C -7.0576 6.4277 -5.3169
C -8.0859 6.9452 -4.5386
C -9.4078 6.6447 -4.8436
H -10.7323 5.5818 -6.1584
H -8.9019 4.6527 -7.5386
H -6.5493 5.2055 -7.0090
H -6.0264 6.6643 -5.0802
H -7.8566 7.5844 -3.6936
H -10.2098 7.0529 -4.2399
C -12.0147 8.9024 -6.2206
C -13.2022 9.2905 -5.6121
C -14.4198 9.0054 -6.2181
C -14.4502 8.3233 -7.4284
C -13.2627 7.9319 -8.0351
C -12.0447 8.2249 -7.4337
H -11.0649 9.1278 -5.7493
H -13.1787 9.8168 -4.6647
H -15.3456 9.3140 -5.7466
H -15.4000 8.0967 -7.8987
H -13.2868 7.3984 -8.9785
H -11.1185 7.9243 -7.9097
C 9.4604 9.4867 8.5908
C 8.2640 9.8819 9.1765
C 7.0564 9.6030 8.5483
C 7.0447 8.9197 7.3382
C 8.2408 8.5214 6.7545
C 9.4490 8.8082 7.3781
H 10.4023 9.7074 9.0795
H 8.2728 10.4089 10.1236
H 6.1239 9.9172 9.0022
H 6.1025 8.6978 6.8505
H 8.2315 7.9869 5.8110
H 10.3824 8.5019 6.9195

Forces on atoms 1 to 2 (eV/Å):
0.9 0.5 -0.6
-0.3 -0.3 -0.2

Computed properties:
* orbital gap: 5.3 eV
* LUMO level: -4.83 eV
* strongest force on any atom: 0.0722 Eh/bohr
* total charge: +1

=====

> What is the orbital gap in the second record?

5.3 eV